Record 1
ORCA calculation (ωB97M-V/def2-TZVPD) on C16H20N7O4SW as an isolated structure.

The value obtained for the lowest unoccupied orbital energy (spin up / spin down) is -0.1692 / -0.1653 hartree. The value obtained for the energy above the lowest of the compared OMol25 structures with the same formula, charge and spin is 0.062 eV. For the highest occupied orbital energy (spin up / spin down), the calculation gives -0.41824 / -0.42505 Eh. The calculation puts the energy at -48190.435 eV. As for the charge: +1. The spin multiplicity is 3.

Geometry as XYZ:
```
49
Properties=species:S:1:pos:R:3:forces:R:3
W -0.669 -0.161 -0.778 -0.208 -0.336 -0.122
C 4.109 -1.582 2.347 -0.079 -0.052 -0.181
C 2.674 -2.071 2.120 0.117 0.007 -0.005
C 2.499 -2.749 0.771 0.030 0.070 0.199
C 3.456 -3.663 0.341 -0.050 -0.059 -0.046
C 3.424 -4.207 -0.933 -0.059 0.084 0.008
C 2.459 -3.780 -1.830 0.122 -0.031 0.039
C 1.487 -2.873 -1.438 -0.084 0.068 -0.037
C 0.556 -2.336 -2.487 -0.159 -0.006 0.004
C 1.229 -1.359 -3.450 0.050 -0.072 0.018
C 1.458 -2.430 -0.113 0.018 0.077 -0.091
N 0.347 -1.629 0.313 -0.074 -0.023 0.057
C -0.154 -1.816 1.533 0.057 -0.106 -0.093
C -1.033 -0.866 2.010 -0.032 0.072 0.146
C -1.752 -0.669 3.199 0.030 -0.103 0.080
C -2.438 0.523 3.058 0.023 0.057 -0.119
C -2.139 1.024 1.782 -0.080 0.011 0.051
N -1.280 0.210 1.154 0.025 -0.037 -0.099
H 4.165 -0.932 3.219 -0.015 -0.001 0.015
H 4.460 -1.040 1.463 0.006 0.027 0.054
H 4.803 -2.405 2.501 0.038 -0.023 0.041
H 2.014 -1.206 2.184 0.003 -0.013 0.019
H 2.397 -2.745 2.936 -0.028 0.009 -0.026
H 4.246 -3.957 1.018 0.036 0.015 0.024
H 4.169 -4.930 -1.236 0.004 -0.005 0.003
H 2.461 -4.145 -2.849 -0.002 -0.022 0.001
H -0.374 -1.915 -2.031 0.027 0.075 0.079
H 0.108 -3.156 -3.054 0.031 -0.011 -0.020
H 1.718 -0.543 -2.913 -0.016 0.014 -0.035
H 0.513 -0.946 -4.156 -0.001 0.024 0.006
H 2.005 -1.880 -4.010 -0.004 -0.011 0.014
H 0.134 -2.685 2.110 0.039 0.003 0.015
H -1.745 -1.323 4.057 -0.001 -0.008 -0.006
H -3.085 0.992 3.779 -0.008 0.009 -0.001
H -2.522 1.905 1.294 0.002 0.005 0.010
O -3.662 0.804 -2.978 0.020 -0.009 0.046
S -2.598 0.455 -2.133 0.140 0.059 0.172
O -2.140 1.437 -1.051 0.079 -0.200 -0.191
O -2.651 -0.831 -1.323 -0.096 0.129 -0.053
O -1.196 0.243 -2.764 0.025 0.133 0.069
N 3.958 2.075 0.845 0.001 -0.022 0.022
N 2.902 1.797 0.014 0.095 0.101 -0.042
N 2.617 2.563 -1.021 -0.129 -0.163 0.054
C 1.493 2.013 -1.447 0.061 0.142 -0.109
N 1.150 0.965 -0.686 0.196 0.118 0.145
N 2.078 0.844 0.265 -0.186 -0.019 -0.109
H 4.635 2.621 0.325 0.002 -0.017 -0.011
H 4.343 1.204 1.195 0.014 0.019 -0.001
H 0.922 2.354 -2.296 0.018 0.020 0.006
```
Positions in Å, forces in eV/Å.

Record 2
ORCA calculation (ωB97M-V/def2-TZVPD) on a 2-piece molecular cluster, C16H20O2 overall.

The value obtained for the lowest unoccupied orbital energy is 0.0247 hartree. The value obtained for the energy above the lowest of the compared OMol25 structures with the same formula, charge and spin is 3.153 eV. For the highest occupied orbital energy, the calculation gives -0.30272 Eh. The calculation puts the energy at -21009.135 eV.

Geometry as XYZ:
```
38
Properties=species:S:1:pos:R:3:forces:R:3
C 1.112 -1.929 2.542 0.081 -0.053 2.093
C 0.024 -1.310 1.746 -2.194 1.258 -0.125
C -0.081 0.241 1.757 1.984 -2.147 1.278
C -0.999 0.875 0.996 -1.257 1.750 -2.625
C -1.086 2.276 0.905 0.186 -2.770 -0.711
C -0.206 2.997 1.659 -1.816 2.638 -0.979
O -0.472 4.356 1.762 1.237 0.158 0.324
C 0.808 2.426 2.331 0.787 -2.090 2.587
C 0.813 1.006 2.504 0.627 0.925 0.187
H 0.875 -2.154 3.708 0.798 1.155 -2.715
H 2.006 -1.358 2.293 0.435 -0.127 0.900
H 1.265 -2.879 2.119 0.382 -1.525 -0.342
H -0.033 -1.714 0.712 0.301 0.697 0.933
H -0.916 -1.605 2.188 -0.609 -0.416 0.105
H -1.579 0.371 0.212 0.089 -0.382 0.683
H -1.664 2.664 0.071 -0.299 0.416 0.547
H -1.053 4.658 1.057 -0.048 -0.290 -0.038
H 1.434 3.006 2.996 0.086 0.229 -0.241
H 1.519 0.545 3.266 -0.875 0.646 -1.359
C -1.836 -3.993 -1.398 -2.391 0.994 2.058
C -0.438 -3.527 -1.095 2.819 0.761 -1.383
C 0.014 -2.058 -1.517 -2.546 0.176 -1.681
C -0.869 -1.241 -2.278 0.076 -0.411 1.272
C -0.628 0.095 -2.562 0.336 -2.862 -0.011
C 0.619 0.598 -2.249 -0.491 0.490 1.047
O 0.755 1.850 -2.678 3.350 2.808 1.068
C 1.521 -0.063 -1.431 -2.005 -2.916 -1.231
C 1.195 -1.445 -1.238 2.514 -0.812 1.914
H -2.311 -4.356 -0.429 0.586 0.525 -0.849
H -1.929 -4.892 -1.984 0.089 0.236 -0.952
H -2.542 -3.123 -1.665 1.028 -1.692 -0.134
H -0.216 -3.688 -0.048 0.097 0.262 0.303
H 0.327 -4.156 -1.626 -0.761 0.171 0.415
H -1.799 -1.703 -2.521 -0.610 0.220 -0.435
H -1.366 0.639 -3.091 -0.292 0.732 -0.465
H 1.616 2.229 -2.251 -2.287 -0.771 -1.300
H 2.386 0.331 -0.984 1.051 0.625 0.104
H 1.920 -2.160 -0.735 -0.458 1.389 -0.242
```
Positions in Å, forces in eV/Å.

Record 3
ORCA calculation (ωB97M-V/def2-TZVPD) on C16H21AuBN5O3S2 as an isolated structure.

The value obtained for the lowest unoccupied orbital energy is 0.1576 hartree. The value obtained for the energy above the lowest of the compared OMol25 structures with the same formula, charge and spin is 1.699 eV. For the highest occupied orbital energy, the calculation gives -0.06004 Eh. The calculation puts the energy at -56569.709 eV. As for the charge: -2.

Geometry as XYZ:
```
49
Properties=species:S:1:pos:R:3:forces:R:3
Au 0.006 2.573 0.252 -0.083 -0.105 0.113
S -3.249 2.067 1.335 0.057 0.059 0.104
C -2.610 1.379 2.825 0.055 -0.141 -0.108
S -1.127 1.815 3.455 -0.111 0.053 -0.006
C -3.464 0.412 3.424 0.051 0.036 0.046
C -4.699 0.004 2.867 -0.047 0.082 0.004
N -5.716 -0.345 2.433 0.044 -0.045 -0.041
C -3.133 -0.205 4.659 0.001 -0.028 -0.015
N -2.931 -0.746 5.661 -0.005 0.016 0.009
C -4.936 -4.511 -1.209 0.000 0.006 -0.004
N -4.062 -3.362 -1.117 -0.005 -0.014 0.000
C -4.308 -2.348 -0.239 0.025 -0.015 -0.018
C -3.488 -1.291 -0.161 -0.078 -0.028 0.029
C -2.344 -1.295 -1.026 0.070 0.054 0.036
N -2.105 -2.263 -1.898 -0.014 -0.059 -0.026
C -2.950 -3.321 -1.985 0.026 0.045 -0.007
O -2.815 -4.256 -2.772 -0.007 -0.019 -0.002
N -1.485 -0.276 -0.935 -0.093 -0.105 -0.146
H -5.734 -4.399 -0.476 -0.001 0.000 0.001
H -4.382 -5.429 -1.012 0.000 -0.001 -0.001
H -5.361 -4.592 -2.210 -0.001 -0.001 0.002
H -5.184 -2.436 0.391 -0.006 -0.001 -0.006
H -3.683 -0.482 0.521 0.037 0.050 0.029
H -1.637 0.486 -0.289 0.054 0.047 0.053
H -0.660 -0.258 -1.509 0.055 0.000 0.060
C 4.454 0.946 1.318 0.002 -0.002 0.002
C 4.221 1.647 -0.019 -0.010 0.008 -0.013
C 5.472 2.409 -0.426 0.006 -0.005 0.004
O 3.146 2.570 0.162 0.040 0.004 0.012
B 1.926 1.940 -0.177 0.002 -0.004 -0.119
O 2.256 0.734 -0.843 -0.026 0.004 0.022
C 3.657 0.692 -1.104 0.018 0.011 -0.003
C 4.143 -0.745 -1.005 -0.004 -0.003 0.002
C 3.876 1.215 -2.523 0.015 -0.026 0.010
H 4.639 1.707 2.077 0.002 0.001 0.000
H 5.311 0.268 1.281 0.000 0.000 0.001
H 3.567 0.386 1.615 0.000 -0.002 -0.003
H 5.789 3.049 0.399 0.000 0.000 0.000
H 5.283 3.042 -1.292 -0.002 -0.002 -0.003
H 6.289 1.721 -0.661 0.001 0.001 -0.002
H 3.853 -1.191 -0.056 0.001 0.000 0.001
H 5.231 -0.799 -1.107 -0.001 0.000 -0.001
H 3.692 -1.336 -1.805 0.001 0.002 -0.002
H 3.545 2.251 -2.603 -0.011 -0.002 0.002
H 3.277 0.610 -3.204 -0.005 0.019 -0.011
H 4.925 1.149 -2.827 0.000 -0.001 0.003
C -2.002 3.207 0.687 -0.049 0.115 -0.025
H -1.984 4.071 1.360 -0.012 -0.008 0.013
H -2.512 3.536 -0.229 0.013 0.000 0.000
```
Positions in Å, forces in eV/Å.

Record 4
ORCA calculation (ωB97M-V/def2-TZVPD) on an isolated molecule of C16H21BrN4O5S.

The value obtained for the lowest unoccupied orbital energy is 0.0032 hartree. The value obtained for the energy above the lowest of the compared OMol25 structures with the same formula, charge and spin is 0.000 eV. For the highest occupied orbital energy, the calculation gives -0.31922 Eh. The calculation puts the energy at -114008.158 eV.

Geometry as XYZ:
```
48
Properties=species:S:1:pos:R:3:forces:R:3
O -1.016 2.559 -0.738 0.617 -0.187 -0.402
C -0.112 2.822 -1.524 -1.001 0.652 1.119
C 0.613 1.692 -2.291 0.101 -0.150 -0.091
N 0.388 0.351 -1.732 -0.765 -0.868 1.410
C 1.007 -0.781 -2.198 0.592 1.976 -0.367
O 1.737 -0.669 -3.202 -0.479 -0.296 0.256
C 0.895 -2.087 -1.470 0.052 -0.956 -0.435
N 0.335 -2.134 -0.243 0.250 -1.108 -0.441
C 0.259 -3.343 0.321 0.476 0.151 -2.080
N -0.448 -3.459 1.512 0.175 -0.793 1.371
C -1.500 -2.501 1.750 -0.339 1.684 -0.596
C -2.489 -3.040 2.730 -0.697 0.292 0.782
C -1.883 -3.254 4.118 -0.320 -0.598 0.534
C -0.672 -4.220 4.106 -0.534 0.181 0.112
S 0.526 -3.747 2.852 3.674 -1.370 0.165
O 1.252 -2.543 3.241 -1.510 -0.667 -0.107
O 1.439 -4.888 2.559 -2.460 1.824 0.326
C 0.735 -4.536 -0.297 -0.257 0.087 1.356
C 1.370 -4.499 -1.488 0.274 1.045 -0.788
Br 2.225 -5.994 -2.256 -0.316 0.213 0.133
C 1.419 -3.247 -2.134 0.693 1.343 -1.116
O 2.014 -3.175 -3.359 -0.500 -0.570 1.031
N 0.269 4.147 -1.733 0.372 -1.838 -0.661
C -0.189 5.308 -0.966 0.643 -0.450 -0.444
C 0.979 6.249 -0.577 0.872 -0.814 0.199
C 0.348 7.383 -1.324 -0.994 1.043 -1.047
C -0.804 6.449 -1.792 -0.790 0.254 -0.527
H 0.274 1.711 -3.332 0.092 0.038 0.055
H 1.683 1.889 -2.287 0.158 0.060 -0.142
H -0.172 0.250 -0.865 0.507 0.367 -0.889
H -2.029 -2.332 0.800 0.375 -0.139 0.123
H -1.092 -1.498 2.035 -0.258 -0.718 0.005
H -3.330 -2.311 2.810 0.509 -0.600 -0.040
H -2.879 -3.987 2.338 -0.066 0.126 0.100
H -1.527 -2.306 4.530 -0.250 0.042 0.013
H -2.681 -3.682 4.790 0.948 0.485 -0.462
H -0.994 -5.247 3.932 0.165 0.034 -0.440
H -0.142 -4.238 5.074 0.019 0.284 -0.537
H 0.661 -5.480 0.225 -0.147 0.138 0.168
H 2.068 -2.231 -3.649 -0.171 0.053 0.480
H 1.007 4.270 -2.430 -0.402 0.245 0.553
H -0.815 4.990 -0.149 0.006 -0.433 0.186
H 1.026 6.450 0.475 0.296 -0.153 0.656
H 1.983 5.936 -0.945 -0.725 0.101 0.309
H 0.008 8.221 -0.701 0.123 -0.265 -0.188
H 0.914 7.786 -2.153 0.268 0.192 -0.073
H -0.846 6.168 -2.867 0.152 0.495 0.566
H -1.816 6.796 -1.494 0.571 -0.429 -0.135
```
Positions in Å, forces in eV/Å.

Record 5
ORCA calculation (ωB97M-V/def2-TZVPD) on a 6-piece molecular cluster, C16H21Cl4N3O6 overall.

The value obtained for the lowest unoccupied orbital energy is -0.0029 hartree. The value obtained for the energy above the lowest of the compared OMol25 structures with the same formula, charge and spin is 0.000 eV. For the highest occupied orbital energy, the calculation gives -0.33657 Eh. The calculation puts the energy at -83768.377 eV.

Geometry as XYZ:
```
50
Properties=species:S:1:pos:R:3:forces:R:3
C -9.894 -31.078 22.878 -0.413 0.037 0.519
N -8.645 -31.869 22.819 0.003 -0.267 -0.219
O -8.679 -32.902 22.179 -0.017 -0.036 0.045
O -7.681 -31.455 23.420 0.108 0.126 0.085
H -10.565 -31.605 23.558 0.090 -0.054 -0.006
H -10.368 -31.053 21.904 0.213 0.072 -0.129
H -9.654 -30.110 23.299 -0.017 0.089 -0.192
C -15.784 -33.212 19.852 -0.253 0.425 0.290
N -16.844 -32.410 20.553 -0.532 -0.269 -0.358
O -16.459 -31.566 21.342 -0.268 -0.350 -0.326
O -18.008 -32.674 20.286 0.707 0.348 0.355
H -15.091 -32.472 19.465 0.246 -0.203 0.108
H -16.222 -33.795 19.050 -0.193 0.012 0.099
H -15.363 -33.841 20.632 0.299 0.021 -0.164
C -7.374 -32.303 15.018 0.372 -0.171 -0.422
N -8.076 -33.557 14.628 -0.683 -0.264 0.735
O -9.269 -33.638 14.876 0.251 0.102 -0.184
O -7.416 -34.439 14.134 0.215 0.104 -0.214
H -8.051 -31.606 15.491 -0.209 -0.068 -0.122
H -6.958 -31.944 14.078 0.066 0.273 0.206
H -6.570 -32.581 15.693 0.039 -0.072 -0.044
Cl -12.221 -31.893 19.224 0.078 0.374 0.338
C -10.734 -32.301 18.383 0.214 -0.590 -0.689
Cl -10.721 -31.509 16.810 -0.098 0.272 -0.050
Cl -9.280 -31.814 19.270 -0.396 -0.170 -0.004
Cl -10.733 -34.066 18.085 0.192 0.426 0.235
C -6.431 -37.968 17.164 -0.429 0.059 0.458
C -7.009 -38.717 16.141 0.397 0.093 -0.067
C -8.160 -38.268 15.510 0.268 0.050 -0.075
C -8.714 -37.053 15.874 -0.182 0.238 -0.171
C -8.194 -36.345 16.948 0.100 0.052 -0.261
C -7.085 -36.829 17.622 0.111 0.186 -0.196
H -5.504 -38.220 17.662 -0.012 -0.407 -0.192
H -6.537 -39.609 15.747 0.103 -0.035 0.227
H -8.537 -38.833 14.667 -0.156 0.062 0.033
H -9.496 -36.607 15.270 -0.127 -0.107 0.133
H -8.577 -35.361 17.186 -0.160 -0.133 0.128
H -6.703 -36.261 18.462 0.168 -0.071 -0.042
C -11.594 -36.158 22.831 0.448 0.125 -0.586
C -12.519 -37.177 22.705 -0.078 0.038 0.413
C -13.458 -37.156 21.676 -0.170 0.105 0.198
C -13.476 -36.113 20.753 0.710 0.030 0.414
C -12.523 -35.096 20.882 -0.285 -0.348 -0.326
C -11.577 -35.144 21.889 0.028 0.439 0.207
H -10.798 -36.144 23.566 -0.251 -0.269 0.247
H -12.505 -37.956 23.458 -0.195 -0.165 -0.199
H -14.209 -37.934 21.642 0.065 -0.075 -0.165
H -14.163 -36.124 19.919 -0.143 0.047 0.042
H -12.474 -34.289 20.166 -0.162 -0.088 0.003
H -10.818 -34.372 21.967 -0.062 0.004 -0.116
```
Positions in Å, forces in eV/Å.